# 1
# CH4IO

CH4IO as an isolated structure at a distorted geometry (ωB97M-V/def2-TZVPD, the OMol25 dataset).

Results
Relative energy (zero: lowest compared OMol25 entry of this formula, charge and spin) ... 29.5 kcal per mole
Electronic energy ... -413.4706 Ha
Spin multiplicity ... 1
HOMO-LUMO gap ... 7.55 eV
Charge ... -1
HOMO level ... -3.6 eV

```
7
Properties=species:S:1:pos:R:3:forces:R:3
I -1.110 -0.617 2.357 -1.111 0.341 3.816
C 0.407 0.300 -0.652 -0.931 -0.243 1.732
O -0.292 -0.870 -0.272 1.382 -0.852 -4.799
H 0.143 0.890 0.226 1.031 1.175 0.029
H 1.478 0.127 -0.752 0.125 0.049 0.040
H 0.044 0.881 -1.501 -0.314 -0.475 -0.513
H -0.670 -0.710 0.595 -0.182 0.005 -0.305
```
Forces are in eV/Å.

# 2
# C24H24F8O24

A 8-piece molecular cluster, C24H24F8O24 overall at a distorted geometry (ωB97M-V/def2-TZVPD, the OMol25 dataset).

Results
Relative energy (zero: lowest compared OMol25 entry of this formula, charge and spin) ... 87.2 kcal per mole
Electronic energy ... -3533.6428 Ha
Spin multiplicity ... 1
HOMO-LUMO gap ... 10.56 eV
HOMO level ... -10.5 eV

```
80
Properties=species:S:1:pos:R:3:forces:R:3
O 3.311 15.179 -24.955 -0.829 -0.628 -0.090
C 2.322 14.631 -25.347 1.264 1.329 -0.090
O 1.746 13.551 -24.800 0.220 0.136 -0.221
C 0.528 13.316 -25.474 -0.310 -0.753 -0.621
C 0.475 14.255 -26.642 1.012 2.520 0.805
F -0.518 15.154 -26.422 -1.424 0.112 -0.391
O 1.631 15.074 -26.438 0.322 -1.314 -0.453
H 0.527 12.327 -25.932 -0.318 -0.400 0.993
H -0.279 13.630 -24.812 -0.221 -0.831 -0.057
H 0.376 13.885 -27.662 0.288 -0.067 0.148
O 6.622 16.199 -28.486 -0.071 0.460 1.881
C 6.542 16.683 -27.383 0.458 0.258 -2.088
O 7.565 17.248 -26.687 -0.321 -1.385 -0.439
C 7.079 17.476 -25.381 -0.265 1.825 0.872
C 5.582 17.702 -25.647 0.544 -1.115 2.006
F 5.323 18.961 -25.987 -0.121 1.847 -0.711
O 5.382 16.873 -26.706 -0.580 -1.136 -1.591
H 7.283 16.686 -24.658 0.022 -0.268 -0.407
H 7.557 18.393 -25.036 -0.112 -0.086 0.218
H 4.854 17.465 -24.871 0.396 -0.402 0.147
O 13.903 18.981 -20.717 -1.329 -1.915 0.075
C 12.964 18.226 -20.859 1.007 3.842 0.378
O 11.795 18.343 -20.205 0.530 1.430 2.027
C 10.995 17.269 -20.498 -1.555 -1.145 -0.749
C 11.483 16.929 -21.894 -0.375 -1.053 0.098
F 10.869 17.609 -22.903 -0.001 -0.356 0.402
O 12.790 17.355 -21.816 1.866 -1.151 -1.673
H 11.169 16.429 -19.826 0.332 -0.165 0.097
H 9.928 17.478 -20.437 0.114 0.506 -0.268
H 11.564 15.858 -22.081 -0.648 0.077 -0.494
O 6.290 21.510 -24.159 -3.362 -0.986 1.660
C 5.185 21.328 -23.639 4.135 1.644 -1.714
O 4.029 21.703 -24.194 0.060 -0.334 -0.731
C 3.056 21.657 -23.174 -0.850 0.845 -0.324
C 3.593 20.619 -22.259 -0.001 4.043 2.184
F 3.287 19.442 -22.617 -0.425 -5.031 -2.285
O 4.989 20.901 -22.366 -0.506 -1.131 0.366
H 3.075 22.643 -22.710 -0.325 -0.041 0.327
H 2.060 21.436 -23.558 0.205 -0.057 -0.173
H 3.136 20.644 -21.270 1.110 1.136 0.393
O 6.593 16.565 -15.110 -0.210 0.120 -1.651
C 7.091 16.058 -16.089 -2.285 2.915 1.734
O 7.875 15.081 -16.008 2.660 -3.965 1.838
C 8.525 14.847 -17.207 0.546 -0.016 -2.071
C 7.488 15.431 -18.174 2.222 -0.480 0.070
F 6.562 14.475 -18.407 -0.843 -0.419 -0.459
O 6.958 16.417 -17.391 -1.532 1.705 -0.077
H 9.457 15.413 -17.217 0.057 0.056 -0.114
H 8.739 13.810 -17.467 -0.268 -0.074 0.655
H 7.921 15.793 -19.106 -0.502 0.247 -0.007
O 6.841 18.774 -19.723 -5.396 2.908 2.997
C 5.843 19.327 -19.133 3.981 -1.537 -1.221
O 5.715 20.629 -18.750 2.530 -0.220 -1.905
C 4.604 20.863 -17.933 -0.225 -1.146 -1.118
C 3.783 19.638 -18.322 0.479 0.026 2.460
F 3.027 19.836 -19.401 -0.992 0.345 -0.737
O 4.742 18.676 -18.650 0.275 -0.365 -0.419
H 4.987 20.812 -16.914 -0.680 0.373 0.196
H 4.077 21.755 -18.271 0.302 0.194 0.484
H 3.186 19.377 -17.448 -0.269 -0.837 -0.429
O 2.142 15.796 -19.583 0.490 -0.814 3.475
C 2.384 15.614 -18.380 -1.815 0.559 -4.231
O 3.457 16.059 -17.796 1.574 0.685 0.018
C 3.527 15.545 -16.499 -0.051 -0.574 1.226
C 2.077 15.240 -16.162 2.026 0.051 -1.424
F 1.528 16.354 -15.684 -1.246 0.889 0.460
O 1.563 14.988 -17.503 -0.215 -0.378 1.500
H 4.071 14.601 -16.476 0.355 0.071 -0.171
H 3.954 16.253 -15.789 0.114 0.031 -0.271
H 2.073 14.467 -15.394 -1.070 -0.490 -0.634
O 7.851 17.396 -22.245 -3.782 -2.272 0.948
C 6.735 16.872 -22.035 4.593 3.789 -2.173
O 5.574 17.455 -22.396 2.694 2.209 -1.034
C 4.564 16.830 -21.743 -2.631 1.146 -0.136
C 5.155 15.529 -21.548 -2.591 -1.854 4.082
F 4.734 14.691 -22.453 -0.039 -2.030 -2.502
O 6.518 15.668 -21.539 0.640 -0.303 0.433
H 4.243 17.366 -20.849 0.361 -0.152 0.285
H 3.684 16.785 -22.384 0.043 -0.244 -0.052
H 4.751 15.154 -20.608 0.767 -0.411 0.465
```
Forces are in eV/Å.

# 3
# C10H68IN4O24P2S

A 22-piece molecular cluster, C10H68IN4O24P2S overall at a distorted geometry (ωB97M-V/def2-TZVPD, the OMol25 dataset).

Results
Electronic energy ... -3824.9994 Ha
Spin multiplicity ... 1
HOMO-LUMO gap ... 8.52 eV
Charge ... +1
HOMO level ... -11.5 eV

```
110
Properties=species:S:1:pos:R:3:forces:R:3
C 1.057 -0.823 3.559 -0.264 0.654 -0.432
C 0.114 0.360 3.362 0.792 0.102 -0.389
C -0.047 0.925 1.928 0.454 -0.725 1.048
I 1.956 1.350 1.213 -0.235 -0.132 -0.022
C -0.764 0.038 0.931 0.255 0.658 -0.463
N -0.775 0.577 -0.412 -0.077 0.180 -0.250
C -0.896 -0.544 -1.329 1.529 0.788 -0.204
P -0.734 0.145 -3.083 -2.283 0.150 -1.514
N -0.027 -1.068 -4.076 0.156 0.951 0.770
O 0.452 1.301 -3.001 0.210 -0.799 0.798
C -2.267 -1.146 -1.124 -0.131 -0.019 -1.250
N -3.017 -0.476 -0.026 1.084 0.095 -0.523
C -2.238 -0.237 1.251 -0.114 0.387 1.176
C -2.473 -1.448 2.143 -0.029 -0.765 -0.576
C -1.801 -2.751 1.643 0.110 -0.041 0.481
C -0.860 -3.471 2.612 -0.281 0.323 -0.290
N 0.380 -3.802 1.947 0.064 -0.430 -0.080
P -3.141 1.264 1.959 -3.026 -0.434 -0.916
O -2.679 2.565 1.164 1.012 -0.359 1.002
O -2.882 1.457 3.517 1.458 0.411 -0.280
S -5.047 1.029 1.676 0.261 -0.365 -0.030
H 1.176 -1.357 2.638 0.082 -0.683 -0.313
H 2.017 -0.449 3.846 0.696 0.138 0.037
H 0.732 -1.439 4.367 -0.307 -0.586 0.364
H -0.835 0.189 3.838 -0.526 -0.090 -0.039
H 0.582 1.161 3.902 0.003 0.475 0.471
H -0.476 1.901 2.033 -0.262 0.532 -0.440
H -0.209 -0.888 0.889 0.116 -0.608 0.390
H 0.045 1.131 -0.609 0.225 0.004 0.028
H -0.122 -1.302 -1.209 -0.002 0.014 0.414
H -0.469 -1.937 -3.818 0.093 -0.564 -0.108
H 0.971 -1.137 -3.924 0.239 -0.426 0.041
H 0.765 1.488 -3.892 0.294 0.149 -0.294
H -2.262 -2.210 -1.020 0.087 -0.563 0.520
H -2.834 -0.961 -2.026 -0.615 0.200 -0.213
H -3.289 0.432 -0.396 -0.267 0.106 -0.318
H -3.890 -0.971 0.147 -0.233 0.120 0.217
H -3.535 -1.636 2.126 -0.574 0.115 0.213
H -2.234 -1.285 3.177 0.394 0.339 0.439
H -2.589 -3.447 1.435 -0.480 -0.318 -0.473
H -1.233 -2.629 0.735 -0.054 0.228 -0.417
H -1.312 -4.400 2.878 -0.320 -0.523 0.459
H -0.759 -2.892 3.525 0.305 0.205 0.244
H 1.126 -3.956 2.599 0.242 0.148 0.267
H 0.638 -3.142 1.240 0.304 0.433 -0.081
H -2.382 3.262 1.772 -0.048 0.624 -0.100
H -3.456 0.878 4.028 -0.341 -0.035 0.209
O -2.897 4.745 3.560 0.129 -0.649 -0.295
H -3.798 5.068 3.453 0.006 0.168 -0.024
H -3.000 3.876 3.969 -0.232 0.151 0.267
O 0.628 -3.129 -1.843 0.134 -0.293 0.082
H 1.481 -2.885 -1.464 0.078 -0.012 -0.075
H 0.706 -4.080 -1.985 -0.062 -0.053 0.007
O 3.695 3.707 -0.984 0.010 -0.299 0.050
H 2.774 3.986 -0.975 -0.032 0.125 -0.081
H 3.674 2.826 -0.592 0.046 0.122 -0.017
O 0.060 -1.424 6.705 -0.250 0.118 0.023
H -0.676 -1.115 7.242 -0.020 0.050 0.038
H 0.780 -1.553 7.333 0.121 -0.098 -0.100
O -0.601 3.813 -5.033 0.076 -0.025 -0.244
H 0.080 4.459 -4.812 0.052 0.059 -0.124
H -0.500 3.135 -4.366 -0.220 0.012 0.224
O -0.411 3.261 4.335 0.017 0.021 -0.076
H -1.028 3.921 4.018 0.027 0.660 0.087
H -0.649 2.480 3.838 -0.062 -0.238 0.208
O 2.256 4.936 -5.972 -0.224 0.142 0.303
H 1.655 5.642 -6.251 0.098 0.085 -0.223
H 2.095 4.231 -6.605 0.073 -0.062 -0.060
O -5.111 0.375 -1.824 0.138 0.091 0.237
H -5.680 0.427 -2.599 0.062 -0.076 -0.115
H -5.311 1.180 -1.331 -0.124 -0.009 0.017
O -1.625 3.237 -2.179 -0.008 0.005 0.115
H -0.903 2.617 -2.336 -0.018 0.163 0.093
H -1.769 3.195 -1.228 -0.063 -0.001 0.038
O -3.569 2.628 -5.707 -0.017 -0.003 0.062
H -2.889 3.275 -5.486 0.106 0.089 -0.046
H -3.467 1.950 -5.034 0.027 -0.061 0.047
O 4.746 2.870 3.117 -0.013 -0.110 0.011
H 4.094 2.876 2.412 -0.007 0.128 0.017
H 4.599 3.695 3.587 0.055 0.056 0.040
O 5.358 5.541 -5.021 -0.072 -0.074 0.141
H 4.456 5.847 -5.155 -0.021 -0.022 -0.198
H 5.252 4.627 -4.731 -0.016 -0.142 0.205
O 7.892 4.611 -6.009 -0.032 -0.064 0.120
H 7.991 5.009 -6.877 0.032 0.024 -0.072
H 7.084 5.013 -5.655 0.087 0.099 -0.137
O 5.278 2.765 -3.330 -0.268 -0.130 -0.061
H 4.685 2.970 -2.594 0.071 0.293 -0.034
H 6.076 2.425 -2.920 0.171 0.062 -0.072
O -1.176 -2.874 -6.678 -0.054 -0.018 0.184
H -0.854 -3.730 -6.384 0.019 -0.101 -0.102
H -0.932 -2.267 -5.972 0.080 0.190 -0.129
O 0.532 6.630 -7.873 0.029 -0.137 0.057
H -0.065 7.334 -8.140 -0.011 0.112 0.078
H 0.367 5.927 -8.508 0.007 -0.042 -0.048
O 2.466 -6.144 1.948 0.041 0.013 0.003
H 1.909 -5.433 1.624 -0.370 -0.083 -0.162
H 3.004 -5.729 2.629 0.215 -0.168 0.144
O 1.444 -3.810 6.382 -0.153 -0.192 0.083
H 0.563 -3.468 6.187 0.109 0.069 0.054
H 1.280 -4.624 6.876 0.166 0.075 -0.155
O 2.597 -8.267 3.894 -0.391 0.057 0.052
H 2.084 -7.969 3.131 0.302 0.080 -0.126
H 2.361 -9.192 4.008 0.081 -0.075 0.022
O -0.454 -6.033 4.302 -0.268 -0.228 -0.026
H 0.029 -6.863 4.196 0.202 0.090 0.036
H -1.136 -6.241 4.951 0.073 -0.009 0.108
O -2.423 -6.946 2.145 0.014 0.075 0.052
H -3.032 -6.273 1.832 -0.115 -0.030 -0.054
H -1.883 -6.505 2.813 0.176 -0.043 -0.019
```
Forces are in eV/Å.

# 4
# C11H19NO3Pd

C11H19NO3Pd as an isolated structure (ωB97M-V/def2-TZVPD, the OMol25 dataset).

Results
Electronic energy ... -838.2471 Ha
Spin multiplicity ... 1
HOMO-LUMO gap ... 8.27 eV
Charge ... +2
HOMO level ... -17.1 eV

```
35
Properties=species:S:1:pos:R:3:forces:R:3
Pd -0.026 -0.398 0.014 -0.406 -0.498 0.151
C -1.811 -1.834 -2.246 0.012 -0.049 -0.037
O -1.610 -0.640 -1.460 0.169 0.358 -0.031
C -2.809 -0.184 -0.794 -0.014 -0.035 0.053
C -2.484 1.129 -0.129 0.062 0.163 -0.014
O -1.304 1.000 0.720 0.134 -0.204 -0.119
C -1.380 0.970 2.175 0.056 0.110 -0.021
C -1.198 -0.445 2.666 -0.058 -0.072 0.040
O 0.016 -1.010 2.099 0.196 0.318 -0.101
C 1.177 -0.907 2.966 0.037 0.014 0.016
H -2.611 -1.650 -2.962 0.012 0.005 0.008
H -0.885 -2.024 -2.779 -0.004 -0.009 0.007
H -2.068 -2.675 -1.600 0.000 0.011 -0.005
H -3.589 -0.023 -1.541 -0.008 -0.020 0.013
H -3.145 -0.950 -0.087 0.020 0.016 -0.008
H -2.208 1.868 -0.880 -0.032 0.026 0.038
H -3.309 1.516 0.466 -0.054 -0.088 -0.023
H -0.557 1.602 2.511 -0.045 0.048 0.000
H -2.318 1.423 2.491 -0.040 -0.107 0.055
H -1.129 -0.463 3.754 -0.016 -0.010 -0.004
H -2.013 -1.102 2.358 0.017 0.022 -0.024
H 0.999 -1.512 3.854 -0.002 0.009 -0.006
H 2.021 -1.304 2.409 -0.007 -0.008 0.018
H 1.365 0.131 3.239 -0.002 -0.008 -0.006
C 2.983 -3.597 -1.690 -0.002 0.010 -0.003
C 2.084 -3.964 -0.698 -0.028 0.010 0.026
C 1.206 -3.020 -0.206 -0.001 0.002 0.025
N 1.213 -1.763 -0.673 -0.008 0.007 -0.037
C 2.076 -1.395 -1.634 -0.005 0.019 -0.012
C 2.980 -2.292 -2.165 -0.027 0.009 0.018
H 3.680 -4.321 -2.090 0.004 -0.001 0.000
H 2.057 -4.970 -0.305 0.001 -0.006 -0.003
H 0.485 -3.244 0.569 0.016 -0.025 -0.003
H 2.026 -0.365 -1.970 0.018 -0.015 -0.008
H 3.663 -1.966 -2.935 0.003 -0.001 -0.002
```
Forces are in eV/Å.

HOMO-LUMO gap of number 4 (C11H19NO3Pd)? 8.27 eV

Copy entry 4 word for word.
# C11H19NO3Pd

C11H19NO3Pd as an isolated structure (ωB97M-V/def2-TZVPD, the OMol25 dataset).

Results
Electronic energy ... -838.2471 Ha
Spin multiplicity ... 1
HOMO-LUMO gap ... 8.27 eV
Charge ... +2
HOMO level ... -17.1 eV

```
35
Properties=species:S:1:pos:R:3:forces:R:3
Pd -0.026 -0.398 0.014 -0.406 -0.498 0.151
C -1.811 -1.834 -2.246 0.012 -0.049 -0.037
O -1.610 -0.640 -1.460 0.169 0.358 -0.031
C -2.809 -0.184 -0.794 -0.014 -0.035 0.053
C -2.484 1.129 -0.129 0.062 0.163 -0.014
O -1.304 1.000 0.720 0.134 -0.204 -0.119
C -1.380 0.970 2.175 0.056 0.110 -0.021
C -1.198 -0.445 2.666 -0.058 -0.072 0.040
O 0.016 -1.010 2.099 0.196 0.318 -0.101
C 1.177 -0.907 2.966 0.037 0.014 0.016
H -2.611 -1.650 -2.962 0.012 0.005 0.008
H -0.885 -2.024 -2.779 -0.004 -0.009 0.007
H -2.068 -2.675 -1.600 0.000 0.011 -0.005
H -3.589 -0.023 -1.541 -0.008 -0.020 0.013
H -3.145 -0.950 -0.087 0.020 0.016 -0.008
H -2.208 1.868 -0.880 -0.032 0.026 0.038
H -3.309 1.516 0.466 -0.054 -0.088 -0.023
H -0.557 1.602 2.511 -0.045 0.048 0.000
H -2.318 1.423 2.491 -0.040 -0.107 0.055
H -1.129 -0.463 3.754 -0.016 -0.010 -0.004
H -2.013 -1.102 2.358 0.017 0.022 -0.024
H 0.999 -1.512 3.854 -0.002 0.009 -0.006
H 2.021 -1.304 2.409 -0.007 -0.008 0.018
H 1.365 0.131 3.239 -0.002 -0.008 -0.006
C 2.983 -3.597 -1.690 -0.002 0.010 -0.003
C 2.084 -3.964 -0.698 -0.028 0.010 0.026
C 1.206 -3.020 -0.206 -0.001 0.002 0.025
N 1.213 -1.763 -0.673 -0.008 0.007 -0.037
C 2.076 -1.395 -1.634 -0.005 0.019 -0.012
C 2.980 -2.292 -2.165 -0.027 0.009 0.018
H 3.680 -4.321 -2.090 0.004 -0.001 0.000
H 2.057 -4.970 -0.305 0.001 -0.006 -0.003
H 0.485 -3.244 0.569 0.016 -0.025 -0.003
H 2.026 -0.365 -1.970 0.018 -0.015 -0.008
H 3.663 -1.966 -2.935 0.003 -0.001 -0.002
```
Forces are in eV/Å.

Look up the spin multiplicity of the fourth one. 1

Which value of HOMO level does entry 3 give? -11.5 eV